1.
ORCA calculation (the ωB97M-V functional and the def2-TZVPD basis) on a single C5H8O2 molecule.

Geometry (Å):
1 C 1.28815 -1.34590 0.45190
2 C -0.04857 -1.16844 -0.21211
3 O -1.10669 -0.69269 0.56458
4 C -1.34712 0.71077 0.57973
5 C -0.43362 1.45933 -0.36839
6 O 0.90659 1.07825 -0.09135
7 C 1.08141 -0.23430 -0.53410
8 H 1.34589 -1.08760 1.50425
9 H 1.90617 -2.18130 0.13475
10 H -0.37509 -1.88587 -0.96172
11 H -1.17294 1.07666 1.60025
12 H -2.40267 0.87882 0.33092
13 H -0.68292 1.22925 -1.41526
14 H -0.51468 2.53906 -0.22005
15 H 1.58940 -0.30253 -1.49717

Force components x, y, z for each atom (eV/Å):
0.1 -0.1 0.1
0.0 -0.1 -0.2
0.0 -0.1 0.0
-0.1 0.3 0.0
-0.2 0.1 0.0
0.1 0.0 0.0
0.0 -0.1 -0.2
0.0 0.0 -0.1
-0.1 0.2 0.1
0.1 0.1 0.1
0.0 -0.1 -0.1
0.2 0.0 0.0
0.1 0.1 0.1
0.0 -0.1 0.0
-0.2 0.0 0.1

## Properties
Electronic energy ... -345.72426 a.u.
SMILES ... C1CO[C@@H]2C[C@@H]2O1
Spin multiplicity ... 1

=====

2.
ORCA calculation (the ωB97M-V functional and the def2-TZVPD basis) on a single C5H8O2 molecule.

Geometry (Å):
1 C -0.29342 1.41055 -0.32849
2 C -0.14441 -0.00793 0.17942
3 C -0.88859 -1.13653 -0.46030
4 C -1.23450 -0.68901 0.93933
5 O 1.14328 -0.31455 0.71869
6 C 2.20452 -0.13842 -0.07647
7 O 2.18760 0.19076 -1.23252
8 H -0.13481 1.46691 -1.40759
9 H 0.44474 2.05754 0.15394
10 H -1.28641 1.80142 -0.08746
11 H -1.56798 -0.88254 -1.27028
12 H -0.38207 -2.09015 -0.57328
13 H -2.15777 -0.14118 1.10659
14 H -0.93073 -1.33936 1.75410
15 H 3.11728 -0.32830 0.50909

Force components x, y, z for each atom (eV/Å):
0.0 0.0 0.0
-0.2 0.1 -0.1
0.0 -0.1 -0.2
-0.1 0.0 0.2
0.1 0.0 0.0
0.1 0.1 -0.3
0.0 -0.2 0.5
0.0 0.0 0.2
-0.1 -0.1 0.0
0.1 -0.1 -0.1
0.1 0.0 0.1
0.0 0.2 0.0
0.2 -0.1 -0.1
0.0 0.1 -0.1
-0.1 0.0 -0.1

## Properties
Electronic energy ... -345.76800 a.u.
SMILES ... CC1(OC=O)CC1
Spin multiplicity ... 1

=====

Please write out number 2 again, unchanged.
ORCA calculation (the ωB97M-V functional and the def2-TZVPD basis) on a single C5H8O2 molecule.

Geometry (Å):
1 C -0.29342 1.41055 -0.32849
2 C -0.14441 -0.00793 0.17942
3 C -0.88859 -1.13653 -0.46030
4 C -1.23450 -0.68901 0.93933
5 O 1.14328 -0.31455 0.71869
6 C 2.20452 -0.13842 -0.07647
7 O 2.18760 0.19076 -1.23252
8 H -0.13481 1.46691 -1.40759
9 H 0.44474 2.05754 0.15394
10 H -1.28641 1.80142 -0.08746
11 H -1.56798 -0.88254 -1.27028
12 H -0.38207 -2.09015 -0.57328
13 H -2.15777 -0.14118 1.10659
14 H -0.93073 -1.33936 1.75410
15 H 3.11728 -0.32830 0.50909

Force components x, y, z for each atom (eV/Å):
0.0 0.0 0.0
-0.2 0.1 -0.1
0.0 -0.1 -0.2
-0.1 0.0 0.2
0.1 0.0 0.0
0.1 0.1 -0.3
0.0 -0.2 0.5
0.0 0.0 0.2
-0.1 -0.1 0.0
0.1 -0.1 -0.1
0.1 0.0 0.1
0.0 0.2 0.0
0.2 -0.1 -0.1
0.0 0.1 -0.1
-0.1 0.0 -0.1

## Properties
Electronic energy ... -345.76800 a.u.
SMILES ... CC1(OC=O)CC1
Spin multiplicity ... 1